The following is a DFT calculation (ωB97M-V with the def2-TZVPD basis set) of C28H21Br2N3O4S5Ta as an isolated structure.

Values from the calculation:
Relative energy (zero: lowest compared OMol25 entry of this formula, charge and spin)   28.6 kJ/mol
LUMO   2.0 eV
Energy   -237855.7382 eV
Total charge   -1

Positions of all 64 atoms, in Å:
Ta  -1.222  -0.069  -0.400
S  -2.369  -2.090  -1.513
S  -4.133  -1.427  -2.352
S  -4.941  -0.478  -0.743
S  -3.507  1.000  -0.525
C  2.567  -4.633  0.541
C  1.316  -4.898  -0.002
C  0.603  -3.888  -0.630
C  1.155  -2.620  -0.707
C  2.407  -2.343  -0.192
C  3.109  -3.361  0.441
N  0.398  -1.585  -1.386
N  0.779  -1.449  -2.560
C  0.072  -0.464  -3.254
C  0.390  -0.301  -4.602
C  -0.330  0.607  -5.347
C  -1.349  1.328  -4.724
C  -1.636  1.161  -3.380
C  -0.923  0.254  -2.586
H  3.120  -5.422  1.035
H  0.894  -5.893  0.063
H  -0.380  -4.064  -1.049
H  2.821  -1.348  -0.287
H  4.088  -3.153  0.854
H  1.185  -0.898  -5.030
H  -0.114  0.757  -6.397
H  -1.926  2.042  -5.301
H  -2.421  1.752  -2.931
Br  -0.030  4.588  -2.085
C  -0.262  4.159  -0.263
C  0.044  5.112  0.718
C  -0.115  4.814  2.039
Br  0.309  6.139  3.334
C  -0.581  3.542  2.452
C  -0.796  3.145  3.790
C  -1.278  1.896  4.032
C  -1.520  1.012  2.963
N  -1.288  1.323  1.709
C  -0.859  2.593  1.452
C  -0.721  2.900  0.069
O  -1.043  1.997  -0.802
H  0.407  6.085  0.416
H  -0.584  3.835  4.596
H  -1.476  1.552  5.038
H  -1.905  0.031  3.175
C  3.585  1.222  0.849
C  2.802  0.519  1.752
C  1.503  0.151  1.416
C  0.931  0.491  0.187
C  1.736  1.222  -0.695
C  3.044  1.571  -0.382
H  4.601  1.503  1.103
H  3.203  0.243  2.721
H  0.934  -0.429  2.134
H  1.335  1.540  -1.652
H  3.635  2.130  -1.099
C  -2.101  -3.804  1.553
S  -1.760  -2.126  1.969
O  -2.928  -1.312  1.696
O  -1.270  -2.127  3.325
O  -0.682  -1.683  1.004
H  -2.874  -4.138  2.243
H  -1.188  -4.380  1.682
H  -2.460  -3.832  0.527

The following is a DFT calculation (ωB97M-V with the def2-TZVPD basis set) of C3H4AuO3 as an isolated structure.

Values from the calculation:
Relative energy (zero: lowest compared OMol25 entry of this formula, charge and spin)   64.1 kJ/mol
<S²>   2.013
LUMO (spin up / spin down)   -6.3 / -9.6 eV
Multiplicity   3
Energy   -12995.8507 eV
Total charge   +1

Positions of all 11 atoms, in Å:
O  0.743  -0.283  0.363
C  0.177  -1.152  -0.526
O  -1.074  -1.015  -0.759
O  0.923  -1.970  -1.048
C  -0.057  0.663  1.058
H  -0.315  0.350  2.076
C  0.283  2.040  0.822
H  1.118  2.209  0.128
H  0.087  2.695  1.678
Au  -1.880  0.547  -0.148
H  -0.814  2.429  -0.038

The following is a DFT calculation (ωB97M-V with the def2-TZVPD basis set) of an isolated ion of composition C4H11NS2 and charge -1.

Values from the calculation:
Relative energy (zero: lowest compared OMol25 entry of this formula, charge and spin)   247.8 kJ/mol
<S²>   0.753
LUMO (spin up / spin down)   3.3 / 3.3 eV
Multiplicity   2
Energy   -27484.1799 eV
Total charge   -1

Positions of all 18 atoms, in Å:
S  -0.033  0.389  -4.002
S  1.419  -0.291  -2.653
C  0.823  0.715  -1.244
C  -0.646  0.084  -0.881
C  -0.166  -0.842  0.347
N  0.016  -0.067  1.591
C  -0.529  -0.300  2.975
H  0.426  1.669  -4.097
H  1.574  0.618  -0.435
H  0.724  1.820  -1.494
H  -1.508  0.672  -0.793
H  -0.889  -0.653  -1.594
H  0.727  -1.514  0.173
H  -1.115  -1.327  0.627
H  0.939  0.277  1.717
H  -0.615  0.600  3.575
H  -1.427  -0.802  2.688
H  0.280  -1.048  3.498